DFT (the ωB97M-V functional and the def2-TZVPD basis) results for a structure of composition C27H41Cl12NO15Zr.

The geometry in XYZ format:
```
97
Properties=species:S:1:pos:R:3:forces:R:3:mulliken_charge:R:1
Zr 2.947 1.177 -2.016 -5.4 -5.2 1.3 1.145
C 0.468 -2.239 -2.010 0.8 1.2 -0.4 -1.589
C -0.191 -1.534 -0.830 -1.1 -0.7 -0.1 1.410
C -0.577 -2.630 0.156 -0.4 -0.9 0.9 -1.647
C -1.095 -2.111 1.494 -0.4 0.2 -0.6 -0.369
C -0.119 -1.162 2.155 -0.3 -0.7 -0.4 -0.974
C 0.295 -0.029 1.184 1.3 0.8 1.7 1.022
N 0.719 -0.631 -0.089 0.9 0.0 -1.0 0.540
O 1.252 0.352 -0.936 2.7 1.5 -1.4 2.865
C 1.554 0.628 1.822 -0.2 -0.3 0.2 -1.520
C -0.750 1.086 1.196 -0.2 0.7 -0.1 0.187
C -1.442 -0.818 -1.352 0.5 1.1 0.0 0.429
H -0.273 -2.688 -2.670 -0.1 -0.4 0.4 0.347
H 1.238 -2.943 -1.695 -0.1 -0.2 0.0 0.355
H 0.959 -1.502 -2.654 0.0 0.0 0.1 0.011
H 0.247 -3.340 0.280 0.4 0.4 0.3 0.253
H -1.353 -3.297 -0.229 -0.1 0.4 -0.6 0.496
H -1.398 -2.927 2.150 0.2 0.0 0.0 0.619
H -2.021 -1.565 1.286 -0.1 0.0 0.0 -0.205
H 0.745 -1.748 2.479 0.2 0.2 -0.1 0.134
H -0.622 -0.803 3.055 0.3 0.6 0.0 0.493
H 2.375 -0.083 1.930 0.0 0.0 -0.1 -0.004
H 1.239 0.965 2.812 0.2 -0.1 0.1 0.539
H 1.910 1.529 1.319 -0.1 0.0 -0.3 0.019
H -0.528 1.843 1.952 0.3 -0.4 0.4 0.405
H -1.742 0.742 1.494 -0.2 0.0 -0.7 -0.297
H -0.706 1.720 0.307 -0.5 -0.6 -0.4 -0.810
H -1.970 -0.249 -0.588 -0.3 -0.6 0.2 -0.362
H -2.097 -1.486 -1.905 -0.1 0.0 0.2 -0.183
H -1.127 0.009 -1.996 0.1 -0.2 -0.3 -0.423
C 5.172 -1.372 -4.416 0.4 0.4 0.0 -1.234
C 4.352 -0.548 -3.524 -0.4 2.0 1.3 1.510
O 3.106 -0.599 -3.361 -1.7 -0.5 -0.3 -0.603
O 4.809 0.426 -2.798 1.2 1.4 0.1 -0.730
H 4.991 -2.415 -4.164 0.0 -0.1 -0.4 0.300
H 6.221 -1.090 -4.338 0.0 -0.2 0.5 0.367
H 4.942 -1.108 -5.450 -0.5 -0.4 0.0 0.376
C -4.394 -2.912 -3.723 0.6 -0.3 0.4 -0.103
Cl -5.160 -1.317 -3.891 0.1 -0.6 0.2 -0.093
Cl -4.088 -3.401 -2.032 -0.4 0.4 -0.3 -0.088
Cl -2.843 -2.938 -4.589 0.0 0.1 -0.1 -0.120
H -4.979 -3.719 -4.149 -0.4 0.4 -0.1 0.434
C -1.822 3.328 4.715 0.2 -0.3 0.1 -0.186
Cl -2.547 1.726 4.461 0.4 0.3 0.2 -0.077
Cl -1.720 4.164 3.152 -0.1 0.1 0.3 -0.125
Cl -0.213 3.286 5.487 -0.6 -0.2 -0.3 -0.114
H -2.487 3.887 5.362 0.1 0.0 -0.1 0.483
C -4.818 2.424 -1.677 0.4 -0.2 -0.1 0.384
Cl -3.757 1.749 -0.421 -0.1 0.3 -0.1 -0.015
Cl -4.211 3.954 -2.285 0.3 0.3 -0.1 -0.137
Cl -6.451 2.623 -1.106 -0.2 -0.2 0.0 -0.133
H -4.746 1.731 -2.508 -0.4 -0.1 0.1 -0.151
C -6.181 -0.062 1.446 -0.3 0.0 0.0 0.733
Cl -4.529 -0.320 1.986 0.3 0.1 0.8 -0.094
Cl -7.338 0.417 2.691 0.4 -0.2 0.2 -0.127
Cl -6.677 -1.562 0.657 -0.3 0.4 -0.3 -0.106
H -6.145 0.807 0.800 -0.1 -0.4 -0.5 -0.425
C 2.092 -1.337 5.187 0.4 1.5 0.0 0.528
C 2.284 0.027 5.921 -0.3 -0.7 -0.3 -0.061
O 2.846 -0.356 7.174 0.2 0.3 -0.3 -0.381
C 3.096 -1.701 7.205 -0.1 1.2 0.7 0.564
O 3.673 -2.245 8.082 -0.1 -0.2 -0.2 -0.484
O 2.556 -2.263 6.127 -0.2 -1.6 -0.7 -0.429
H 2.732 -1.355 4.303 0.0 -0.2 -0.1 -0.222
H 1.060 -1.501 4.886 0.0 -0.4 0.3 0.145
H 1.339 0.549 6.067 0.0 0.0 0.2 0.154
H 2.956 0.667 5.351 0.2 0.1 0.3 0.225
C -1.613 0.586 -5.669 -1.1 0.1 -0.5 -0.628
C -2.294 1.160 -4.422 -0.2 -1.4 -1.0 0.328
O -1.195 1.652 -3.680 0.5 0.6 0.6 0.007
C -0.054 1.150 -4.156 -1.2 0.4 0.3 0.146
O 0.992 1.314 -3.572 1.7 -0.1 0.1 -0.430
O -0.238 0.504 -5.283 0.7 -0.3 -0.1 -0.342
H -1.749 1.201 -6.559 0.5 0.2 0.1 0.283
H -2.020 -0.392 -5.916 0.4 -0.2 0.1 0.288
H -2.736 0.299 -3.917 -0.1 0.4 0.5 -0.276
H -3.053 1.897 -4.671 0.3 0.3 0.3 0.500
C 5.164 -3.782 -0.026 -1.0 0.1 0.5 -0.371
C 4.582 -3.478 1.366 -0.2 -0.3 -0.3 -0.396
O 4.087 -2.123 1.215 0.2 0.6 0.2 -0.257
C 4.135 -1.760 -0.052 0.4 -1.4 -0.1 0.338
O 3.889 -0.663 -0.483 -0.7 1.6 -0.3 -0.657
O 4.528 -2.774 -0.835 0.1 0.9 -0.2 -0.281
H 4.778 -4.721 -0.410 0.6 -0.2 0.0 0.312
H 6.241 -3.638 -0.052 0.0 -0.3 -0.3 0.303
H 5.316 -3.531 2.165 0.0 0.3 0.0 0.309
H 3.729 -4.109 1.610 0.0 0.0 0.0 0.295
C -0.138 5.471 0.483 -1.0 0.8 1.0 -0.392
C -1.352 4.732 -0.090 -0.3 0.5 0.0 -0.020
O -0.748 3.933 -1.106 0.8 -0.8 -0.6 -0.052
C 0.566 3.876 -0.920 -1.1 0.1 0.1 0.306
O 1.294 3.153 -1.571 1.5 -0.6 -0.2 -0.677
O 0.952 4.681 0.039 1.1 -0.1 -0.2 -0.338
H -0.106 5.514 1.570 -0.1 -0.3 0.0 0.269
H -0.053 6.517 0.185 0.2 -0.2 -0.6 0.289
H -2.098 5.340 -0.597 0.1 0.2 0.2 0.313
H -1.865 4.087 0.624 0.2 -0.1 -0.1 -0.023
```
Forces are in eV/Å.

Properties
2S+1   1
Orbital gap   0.2121 hartree
Net charge   +2



DFT (the ωB97M-V functional and the def2-TZVPD basis) results for a structure of composition C27H41Cl3N3O3PbSi.

The geometry in XYZ format:
```
79
Properties=species:S:1:pos:R:3:forces:R:3:mulliken_charge:R:1
C 1.424 -1.895 -4.773 0.2 -0.2 0.1 -1.442
C 1.057 -0.661 -4.001 -0.4 0.8 0.1 0.533
H 1.808 -1.703 -5.788 -0.2 0.2 0.3 0.432
H 0.516 -2.519 -4.861 0.3 0.0 0.0 0.012
H 2.208 -2.435 -4.237 -0.1 -0.2 -0.1 0.370
C 0.455 0.375 -4.624 0.0 -0.1 0.6 0.377
C 0.122 0.422 -6.082 -0.2 -0.3 -0.5 -1.819
H 0.054 1.237 -4.083 0.6 -0.4 0.0 0.404
H -0.593 -0.379 -6.313 0.2 0.0 -0.1 0.318
H 1.004 0.300 -6.726 -0.1 -0.1 0.1 0.441
H -0.359 1.362 -6.390 0.2 -0.2 0.3 0.367
Pb 2.831 -0.040 3.287 -0.1 1.0 -0.2 0.872
Cl 4.306 1.996 2.410 0.2 0.1 0.8 -0.611
Cl -2.025 -2.823 -4.404 1.2 -0.8 -1.2 -0.659
C 1.250 2.637 2.323 0.9 0.6 0.1 0.633
O 0.854 1.468 2.516 0.5 0.9 -0.1 -0.634
N 0.563 3.701 1.881 -0.9 0.5 0.4 0.321
C -0.892 3.705 1.613 0.3 0.2 -0.1 -0.900
C 1.255 5.018 1.907 -0.1 -0.8 0.0 -0.972
H 2.321 2.963 2.504 -1.1 -0.8 -0.1 -0.096
H -1.253 2.663 1.522 0.2 0.6 0.1 0.252
H -1.057 4.267 0.675 0.1 -0.5 0.3 0.288
H -1.446 4.274 2.390 0.4 -0.5 -0.1 0.340
H 2.328 4.812 1.836 -0.2 0.2 0.0 0.298
H 1.068 5.587 2.832 -0.1 -0.3 -0.2 0.319
H 0.950 5.638 1.059 0.0 -0.3 0.0 0.342
H -3.072 -2.046 -3.225 -1.9 1.2 2.2 -0.013
H -2.150 0.408 -3.901 -0.1 0.0 0.2 0.231
C -3.821 -1.498 -2.423 1.0 -1.5 -1.7 -1.015
C -3.099 0.632 -3.401 0.1 -0.2 0.1 -0.963
N -3.308 -0.182 -2.211 0.3 1.6 1.2 0.433
H -3.897 -2.084 -1.503 -0.2 0.5 -0.2 0.394
C -3.187 0.364 -0.974 -0.5 -1.2 0.7 0.312
O -3.400 -0.237 0.105 0.4 1.3 -1.7 -0.682
H -3.163 1.700 -3.164 0.1 -0.2 0.0 0.336
H -2.878 1.439 -1.020 -0.1 -0.5 0.2 0.162
H -4.757 -1.410 -2.974 -0.5 -0.1 0.2 0.397
H -3.878 0.381 -4.115 -0.2 0.1 -0.1 0.364
O 0.392 -1.491 -1.714 0.8 1.9 -1.5 -0.227
C 1.316 -0.667 -2.459 0.1 0.0 0.0 0.264
C 0.003 1.330 -1.816 -0.3 0.5 0.0 -0.022
C 1.265 0.782 -1.981 -0.3 -0.2 0.4 0.060
H -0.836 0.629 -1.880 0.2 0.5 0.0 0.309
C -0.160 2.707 -1.615 0.3 -0.6 0.4 -0.396
H 2.319 -1.047 -2.222 0.1 0.0 -0.4 0.653
C 2.386 1.594 -1.778 -0.3 -0.6 0.1 -0.823
H -1.157 3.103 -1.501 -0.2 0.1 -0.1 0.473
C 0.957 3.530 -1.460 -0.3 -0.3 -0.4 -0.865
C 2.218 2.961 -1.547 0.4 -0.2 0.4 -0.837
H 3.352 1.089 -1.711 -0.1 0.5 -0.3 0.398
H 0.854 4.599 -1.264 0.0 -0.2 -0.1 0.509
H 3.073 3.598 -1.348 0.1 -0.2 -0.1 0.387
Si 0.189 -3.082 -1.476 1.7 -1.8 3.1 0.488
Cl 3.727 -0.832 1.203 -0.1 -1.0 -0.7 -0.449
C -1.535 -3.094 -0.848 -0.3 -0.1 -0.8 -0.659
C 0.893 -3.652 0.288 0.4 0.5 0.1 -1.328
C 1.379 -4.289 -2.349 -0.2 0.2 -1.0 -1.259
H -1.536 -2.097 -0.340 -0.5 -0.8 -0.4 0.093
H -1.692 -3.904 -0.129 -0.1 0.2 -0.2 0.345
H -2.203 -3.156 -1.712 -0.2 0.2 0.6 0.090
H 1.236 -4.328 -3.443 0.4 -0.1 0.4 0.277
H 1.308 -5.322 -1.969 -0.3 0.5 0.1 0.431
H 2.406 -3.947 -2.051 -0.8 -0.1 -0.5 0.376
H 0.814 -2.887 1.064 -0.4 0.1 0.0 0.194
H 1.915 -4.021 0.430 0.2 0.1 -0.5 0.384
H 0.267 -4.491 0.602 -0.2 0.0 0.0 0.381
N 0.478 -2.105 4.070 -0.8 1.0 2.9 -0.546
C 0.191 -1.722 5.146 0.9 -0.9 -2.4 0.133
C -0.004 -1.237 6.493 -0.1 0.3 0.6 0.526
C -1.274 -0.859 6.963 0.0 0.0 0.1 -0.391
C -1.425 -0.370 8.269 0.4 -0.1 -0.1 -0.460
C -0.303 -0.243 9.108 -0.1 -0.1 -0.4 -0.335
C 0.963 -0.624 8.644 -0.2 0.1 -0.2 -0.508
C 1.114 -1.109 7.341 0.0 -0.1 0.0 -0.315
H -2.140 -0.944 6.298 0.4 0.0 0.3 0.438
H -2.415 -0.082 8.637 0.4 -0.1 -0.2 0.361
H -0.423 0.170 10.115 0.1 -0.2 -0.4 0.354
H 1.841 -0.535 9.295 -0.4 0.0 -0.3 0.354
H 2.108 -1.393 6.975 -0.5 0.1 0.1 0.398
```
Forces are in eV/Å.

Properties
2S+1   1
Orbital gap   0.2051 hartree
ΔE to the lowest compared entry with this formula, charge and spin   73.3 kcal/mol
Net charge   -1



DFT (the ωB97M-V functional and the def2-TZVPD basis) results for a structure of composition C27H41CoN2O3S.

The geometry in XYZ format:
```
75
Properties=species:S:1:pos:R:3:forces:R:3:lowdin_spin:R:1
Co 1.132 0.975 0.343 0.3 -0.1 -0.8 2.779
C -0.373 2.403 -2.328 -0.1 -0.1 -0.4 0.002
O -0.324 2.281 -0.911 0.3 -0.2 0.4 0.032
C -0.509 3.511 -0.219 0.3 0.4 0.4 0.004
C 0.844 4.189 0.014 -0.6 0.1 -0.3 0.001
O 1.739 3.196 0.506 -0.1 -0.7 0.1 0.019
C 3.110 3.473 0.242 0.5 -0.2 -0.1 0.001
C 3.841 2.133 0.202 0.0 0.5 0.4 0.001
O 3.146 1.196 -0.618 -0.4 -0.2 0.4 0.024
C 3.414 1.325 -2.013 0.0 -0.1 -0.5 0.003
H -1.368 2.735 -2.640 0.1 -0.1 0.1 0.001
H -0.180 1.414 -2.738 0.0 0.0 0.0 0.000
H 0.372 3.103 -2.716 0.0 0.0 0.1 0.000
H -0.967 3.252 0.738 0.0 0.1 -0.1 0.001
H -1.175 4.179 -0.773 0.0 -0.1 0.1 0.001
H 0.754 5.015 0.728 0.0 -0.1 -0.1 0.000
H 1.226 4.589 -0.933 0.1 -0.1 0.1 0.000
H 3.529 4.114 1.025 0.0 -0.1 -0.1 0.000
H 3.206 3.989 -0.722 -0.1 0.0 0.1 0.000
H 3.850 1.697 1.204 0.1 0.0 -0.1 0.000
H 4.869 2.269 -0.146 -0.1 -0.1 0.0 0.000
H 4.490 1.266 -2.200 -0.1 0.0 0.1 0.001
H 3.030 2.260 -2.426 0.0 0.0 0.1 0.000
H 2.924 0.486 -2.504 0.0 0.0 0.0 0.000
C -1.679 2.914 3.591 0.0 0.1 0.1 -0.006
C -2.011 1.737 2.733 0.4 0.0 -0.1 0.004
C -3.331 1.264 2.692 0.2 -0.2 -0.2 0.193
C -3.677 0.153 1.925 0.2 0.0 0.0 0.000
C -5.081 -0.350 1.898 -0.2 -0.1 0.0 -0.008
C -2.710 -0.486 1.169 -0.1 0.0 0.0 0.150
C -1.387 0.013 1.096 -0.2 -0.1 0.1 0.043
C -1.067 1.108 1.956 -0.1 0.0 0.0 0.127
N -0.408 -0.389 0.276 0.3 0.8 0.6 0.444
C -0.451 -1.517 -0.604 0.0 -0.7 -0.7 0.044
C 0.904 -1.604 -1.335 -0.2 -0.1 0.2 0.005
C 0.938 -2.793 -2.296 0.4 0.0 -0.4 0.001
C -0.158 -2.656 -3.351 -0.1 0.1 0.3 0.000
C -1.503 -2.572 -2.629 -0.3 0.0 -0.5 0.004
C -1.740 -3.846 -1.824 0.0 0.1 0.1 0.000
C -0.620 -4.010 -0.795 0.0 -0.4 0.0 0.004
C 0.728 -4.085 -1.511 -0.1 0.1 0.2 0.001
C -0.631 -2.837 0.179 0.0 0.1 -0.1 0.022
C -1.533 -1.363 -1.702 0.1 0.0 0.2 0.024
H -2.004 2.742 4.616 0.1 0.0 0.1 -0.002
H -2.213 3.798 3.240 0.0 0.1 0.0 -0.002
H -0.611 3.120 3.592 0.1 0.1 0.0 0.000
H -4.087 1.769 3.275 -0.1 0.1 0.1 0.009
H -5.759 0.347 2.378 -0.1 0.0 0.0 0.000
H -5.147 -1.308 2.410 -0.1 -0.1 0.1 -0.003
H -5.411 -0.508 0.874 -0.1 0.0 -0.1 -0.002
H -3.011 -1.357 0.611 0.0 0.0 -0.1 0.006
H -0.014 1.438 1.983 -0.4 0.2 0.4 0.009
H 1.695 -1.724 -0.594 0.1 0.0 0.0 0.000
H 1.068 -0.667 -1.880 0.0 0.2 -0.1 0.002
H 1.913 -2.822 -2.793 0.0 0.0 0.1 0.000
H -0.148 -3.520 -4.015 0.0 0.0 -0.1 0.000
H 0.002 -1.761 -3.956 0.0 0.0 -0.1 0.000
H -2.300 -2.457 -3.372 0.0 0.0 0.1 0.002
H -1.765 -4.709 -2.487 0.0 -0.1 0.0 0.000
H -2.706 -3.791 -1.317 -0.1 -0.1 0.0 0.000
H -0.783 -4.932 -0.229 0.0 0.0 0.0 0.002
H 0.737 -4.938 -2.189 0.1 -0.1 0.0 0.000
H 1.533 -4.224 -0.786 0.1 -0.1 0.0 0.000
H 0.194 -2.933 0.888 0.1 0.0 0.1 0.000
H -1.556 -2.830 0.752 -0.1 0.0 0.0 0.001
H -2.521 -1.257 -1.262 0.0 0.0 0.0 0.001
H -1.327 -0.448 -2.260 0.0 0.1 -0.1 0.000
S 3.663 -2.282 2.549 -0.5 0.5 -0.2 0.004
C 2.206 -1.988 3.396 0.1 0.1 -0.2 0.002
C 1.498 -0.993 2.802 0.0 -0.4 0.5 0.005
N 2.092 -0.452 1.698 0.2 0.6 -0.4 0.041
C 3.235 -1.046 1.455 0.4 -0.4 0.2 0.002
H 1.956 -2.549 4.274 -0.1 -0.1 0.2 0.000
H 0.538 -0.647 3.142 -0.1 0.1 0.0 0.001
H 3.866 -0.807 0.619 0.1 0.1 -0.2 0.000
```
Forces are in eV/Å.

Properties
2S+1   5
Orbital gap (spin up / spin down)   0.3343 / 0.2691 hartree
Net charge   +2